# 1
DFT (ωB97M-V/def2-TZVPD) results for a structure of composition C37H31N3O5PtS2Te.

Last column: Löwdin charge in e.
Cartesian coordinates (Å):
1 Pt 2.325 -0.019 -0.227  1.311
2 O 0.750 1.876 -4.549  0.127
3 C 1.115 1.326 -3.387  -0.470
4 O 1.402 0.174 -3.251  0.132
5 C 1.083 2.330 -2.268  -0.160
6 C 0.751 3.651 -2.509  0.025
7 C 0.716 4.540 -1.449  -0.003
8 C 0.991 4.076 -0.180  0.031
9 C 1.315 2.741 -0.013  -0.186
10 N 1.383 1.883 -1.039  0.096
11 C 1.556 2.196 1.380  -0.588
12 O 1.625 2.939 2.324  0.127
13 O 1.568 0.888 1.426  -0.248
14 H 0.799 1.183 -5.230  0.150
15 H 0.520 3.963 -3.516  0.130
16 H 0.465 5.580 -1.614  0.126
17 H 0.976 4.713 0.694  0.136
18 S 3.547 -1.321 1.207  0.767
19 C 4.536 0.102 1.220  -1.022
20 N 4.132 1.005 0.364  -0.126
21 C 4.875 2.177 0.440  -0.285
22 C 4.707 3.323 -0.331  -0.010
23 C 5.555 4.389 -0.108  -0.062
24 C 6.562 4.320 0.860  -0.067
25 C 6.743 3.180 1.619  -0.068
26 C 5.884 2.109 1.398  -0.439
27 S 5.865 0.557 2.199  1.118
28 H 3.940 3.360 -1.095  0.108
29 H 5.444 5.290 -0.696  0.110
30 H 7.213 5.170 1.015  0.112
31 H 7.527 3.123 2.361  0.117
32 C -6.795 -2.744 3.288  -0.036
33 C -5.410 -2.426 2.797  -0.245
34 C -5.080 -2.547 1.451  -0.001
35 C -3.810 -2.254 0.978  -0.288
36 C -3.525 -2.403 -0.492  -0.054
37 C -2.843 -1.818 1.898  -0.382
38 Te -0.878 -1.352 1.253  1.772
39 N 0.954 -1.414 -0.534  -0.214
40 C 1.726 -2.060 -1.358  -0.609
41 O 2.853 -1.422 -1.605  -0.204
42 C 1.423 -3.338 -2.017  -0.156
43 C 2.013 -3.630 -3.242  -0.007
44 C 1.704 -4.820 -3.883  -0.061
45 C 0.816 -5.714 -3.302  -0.069
46 C 0.234 -5.426 -2.073  -0.068
47 C 0.536 -4.236 -1.431  -0.033
48 C -1.474 0.232 0.000  -0.421
49 C -1.516 0.040 -1.377  -0.156
50 C -1.973 1.058 -2.198  -0.077
51 C -2.356 2.270 -1.638  -0.062
52 C -2.283 2.457 -0.267  -0.035
53 C -1.850 1.440 0.585  -0.301
54 C -1.822 1.667 2.072  -0.050
55 C -3.131 -1.723 3.267  -0.309
56 C -2.133 -1.317 4.325  -0.073
57 C -4.425 -2.017 3.683  -0.009
58 H -7.430 -3.105 2.482  0.078
59 H -7.264 -1.857 3.718  0.089
60 H -6.764 -3.506 4.068  0.088
61 H -5.834 -2.887 0.749  0.122
62 H -4.318 -2.968 -0.979  0.088
63 H -2.585 -2.930 -0.678  0.064
64 H -3.464 -1.429 -0.980  0.071
65 H 2.705 -2.922 -3.679  0.123
66 H 2.157 -5.051 -4.838  0.109
67 H 0.580 -6.643 -3.804  0.109
68 H -0.445 -6.132 -1.615  0.108
69 H 0.105 -4.009 -0.463  0.089
70 H -1.193 -0.899 -1.807  0.099
71 H -2.029 0.905 -3.269  0.117
72 H -2.711 3.073 -2.272  0.115
73 H -2.576 3.407 0.164  0.122
74 H -1.779 2.731 2.301  0.092
75 H -0.952 1.202 2.543  0.054
76 H -2.722 1.259 2.541  0.091
77 H -1.116 -1.202 3.953  0.020
78 H -2.106 -2.064 5.118  0.091
79 H -2.420 -0.368 4.780  0.092
80 H -4.661 -1.935 4.740  0.132

Calculated values
F_max, hartree/bohr: 0.019
Electronic energy, a.u.: -3152.53844
Spin multiplicity: 2
Net charge: +1

---

# 2
DFT (ωB97M-V/def2-TZVPD) results for a structure of composition C37H31P2SbSe4SiSn.

Last column: Löwdin charge in e.
Cartesian coordinates (Å):
1 Sn -0.365 -2.025 -1.073  0.510
2 C -1.819 -2.810 2.436  -0.225
3 Si -1.480 -1.416 1.235  0.449
4 C -0.260 -0.198 2.050  -0.299
5 C -0.722 0.598 3.101  -0.083
6 C 0.089 1.548 3.703  -0.069
7 C 1.388 1.739 3.250  -0.075
8 C 1.870 0.966 2.206  -0.094
9 C 1.057 -0.005 1.620  -0.389
10 P 1.717 -1.041 0.277  0.929
11 C 2.850 -2.214 1.047  -0.374
12 C 3.467 -3.158 0.226  -0.145
13 C 4.451 -3.986 0.744  -0.127
14 C 4.800 -3.894 2.086  -0.111
15 C 4.156 -2.985 2.914  -0.086
16 C 3.187 -2.139 2.397  -0.075
17 C 2.789 0.089 -0.661  -0.352
18 C 2.183 1.060 -1.455  -0.097
19 C 2.954 1.987 -2.136  -0.069
20 C 4.338 1.941 -2.039  -0.076
21 C 4.947 0.970 -1.259  -0.069
22 C 4.177 0.045 -0.566  -0.074
23 C -3.046 -0.381 0.996  -0.306
24 C -4.195 -0.653 1.741  -0.090
25 C -5.304 0.179 1.681  -0.072
26 C -5.282 1.310 0.878  -0.070
27 C -4.158 1.589 0.116  -0.082
28 C -3.050 0.747 0.160  -0.382
29 P -1.600 1.033 -0.919  1.011
30 C -2.282 0.769 -2.590  -0.406
31 C -3.488 0.116 -2.826  -0.082
32 C -3.888 -0.176 -4.125  -0.074
33 C -3.090 0.182 -5.199  -0.082
34 C -1.881 0.829 -4.974  -0.077
35 C -1.476 1.109 -3.680  -0.117
36 C -1.359 2.839 -0.822  -0.362
37 C -1.922 3.758 -1.705  -0.093
38 C -1.683 5.117 -1.545  -0.078
39 C -0.884 5.568 -0.505  -0.084
40 C -0.318 4.658 0.377  -0.075
41 C -0.547 3.301 0.214  -0.088
42 H -2.188 -2.432 3.393  0.035
43 H -2.551 -3.512 2.030  0.036
44 H -0.899 -3.369 2.619  0.023
45 H -1.746 0.487 3.444  0.109
46 H -0.297 2.154 4.513  0.108
47 H 2.021 2.490 3.704  0.108
48 H 2.878 1.121 1.840  0.113
49 H 3.180 -3.261 -0.815  0.091
50 H 4.913 -4.722 0.101  0.081
51 H 5.558 -4.551 2.490  0.111
52 H 4.407 -2.934 3.966  0.109
53 H 2.690 -1.431 3.046  0.101
54 H 1.101 1.093 -1.526  0.050
55 H 2.475 2.744 -2.744  0.107
56 H 4.943 2.662 -2.575  0.106
57 H 6.026 0.930 -1.186  0.107
58 H 4.658 -0.709 0.043  0.105
59 H -4.224 -1.522 2.388  0.095
60 H -6.183 -0.052 2.269  0.106
61 H -6.139 1.970 0.841  0.106
62 H -4.141 2.466 -0.522  0.107
63 H -4.122 -0.170 -1.996  0.103
64 H -4.827 -0.687 -4.292  0.106
65 H -3.403 -0.047 -6.209  0.104
66 H -1.248 1.105 -5.808  0.106
67 H -0.525 1.605 -3.516  0.102
68 H -2.548 3.414 -2.519  0.104
69 H -2.126 5.823 -2.236  0.105
70 H -0.699 6.628 -0.385  0.103
71 H 0.311 5.004 1.188  0.105
72 H -0.095 2.591 0.898  0.081
73 Se 0.014 -8.359 0.373  -0.082
74 Sb 1.505 -6.588 -0.129  -0.296
75 Se -0.241 -4.536 -0.419  0.021
76 Se 3.088 -6.331 -1.871  -0.083
77 Se 2.111 -6.041 2.232  0.115

Calculated values
F_max, hartree/bohr: 0.005
Electronic energy, a.u.: -12461.06172

---

# 3
DFT (ωB97M-V/def2-TZVPD) results for a structure of composition C37H32Cl2N6O5P2STa in a non-equilibrium geometry.

Last column: Löwdin charge in e.
Cartesian coordinates (Å):
1 Ta 0.211 0.779 0.885  1.857
2 C -2.013 -1.558 5.748  0.020
3 N -1.162 -0.712 4.882  -0.093
4 C -0.214 0.159 5.337  0.004
5 C 0.345 0.726 4.244  -0.061
6 N -0.256 0.219 3.096  -0.022
7 C -1.164 -0.664 3.543  -0.436
8 P -2.124 -1.826 2.555  1.214
9 C -2.783 -0.619 1.404  -0.448
10 N -2.032 0.121 0.597  -0.060
11 C -2.917 0.820 -0.202  -0.116
12 C -4.186 0.475 0.125  0.013
13 N -4.088 -0.440 1.143  -0.085
14 C -5.233 -1.085 1.815  0.022
15 C -0.730 -2.329 1.523  -0.435
16 N 0.129 -1.508 0.928  -0.075
17 C 1.076 -2.292 0.312  -0.140
18 C 0.778 -3.597 0.543  -0.002
19 N -0.363 -3.605 1.307  -0.083
20 C -1.030 -4.824 1.814  0.021
21 H -1.792 -1.302 6.779  0.107
22 H -1.788 -2.608 5.584  0.096
23 H -3.060 -1.354 5.547  0.097
24 H -0.022 0.302 6.387  0.148
25 H 1.125 1.452 4.241  0.107
26 H -2.603 1.524 -0.947  0.099
27 H -5.137 0.796 -0.266  0.147
28 H -6.136 -0.583 1.483  0.106
29 H -5.144 -0.969 2.891  0.093
30 H -5.286 -2.137 1.547  0.102
31 H 1.905 -1.872 -0.231  0.048
32 H 1.274 -4.506 0.245  0.147
33 H -0.522 -5.680 1.381  0.105
34 H -2.072 -4.833 1.507  0.096
35 H -0.950 -4.870 2.896  0.100
36 Cl 7.308 2.511 2.243  0.789
37 C 5.758 1.871 1.898  -0.636
38 C 5.639 0.655 1.246  -0.060
39 C 4.389 0.100 0.962  -0.540
40 Cl 4.355 -1.433 0.172  0.818
41 C 3.255 0.776 1.342  -0.262
42 O 1.992 0.270 1.125  -0.266
43 C 3.371 2.005 1.990  -0.119
44 C 2.216 2.756 2.422  -0.097
45 O 1.036 2.407 2.309  -0.127
46 C 4.617 2.558 2.272  -0.002
47 H 6.528 0.112 0.954  0.127
48 H 2.398 3.717 2.915  0.172
49 H 4.689 3.514 2.777  0.138
50 O -1.006 2.338 0.603  -0.445
51 S -0.058 3.317 -0.162  0.680
52 O 0.048 4.607 0.388  -0.154
53 O 1.162 2.398 -0.127  -0.451
54 C -0.504 3.292 -1.821  -0.290
55 C -0.825 4.503 -2.415  -0.001
56 C -0.947 4.536 -3.799  -0.004
57 C -0.701 3.395 -4.541  0.002
58 C -0.380 2.186 -3.921  -0.052
59 C -0.306 2.096 -2.542  -0.304
60 P 0.070 0.448 -1.813  1.088
61 C -1.232 -0.655 -2.427  -0.356
62 C -1.127 -2.033 -2.217  -0.112
63 C -2.122 -2.893 -2.652  -0.047
64 C -3.245 -2.392 -3.298  -0.038
65 C -3.365 -1.027 -3.507  -0.041
66 C -2.367 -0.163 -3.076  -0.095
67 C 1.645 -0.010 -2.562  -0.357
68 C 2.772 0.789 -2.340  -0.095
69 C 3.958 0.497 -2.989  -0.057
70 C 4.038 -0.596 -3.846  -0.036
71 C 2.923 -1.390 -4.067  -0.038
72 C 1.721 -1.096 -3.435  -0.069
73 H -0.937 5.400 -1.820  0.135
74 H -1.195 5.465 -4.294  0.134
75 H -0.752 3.438 -5.622  0.133
76 H -0.190 1.311 -4.532  0.132
77 H -0.252 -2.454 -1.747  0.080
78 H -2.010 -3.961 -2.506  0.118
79 H -4.016 -3.065 -3.650  0.123
80 H -4.233 -0.628 -4.016  0.123
81 H -2.498 0.895 -3.247  0.103
82 H 2.726 1.659 -1.696  0.099
83 H 4.822 1.130 -2.832  0.122
84 H 4.968 -0.820 -4.352  0.124
85 H 2.975 -2.230 -4.748  0.123
86 H 0.853 -1.706 -3.646  0.100

Calculated values
F_max, hartree/bohr: 0.040
Electronic energy, a.u.: -4191.51859
Net charge: +3